Run P
The molecule C3H9NS. Source: the OMol25 dataset; level of theory: ωB97M-V/def2-TZVPD.

XYZ file:
```
14
Properties=species:S:1:pos:R:3
C -0.756 -1.305 -1.156
C 1.272 1.788 0.013
C -0.561 -0.298 1.104
N -0.315 -1.433 0.253
S 0.195 1.670 1.381
H -0.069 -0.628 -1.666
H -1.852 -0.885 -1.343
H -0.683 -2.276 -1.393
H 1.971 2.535 0.326
H 0.683 2.169 -0.914
H 1.543 0.820 -0.265
H 0.677 -1.479 0.395
H -1.693 0.004 1.188
H -0.412 -0.683 2.079
```

Output
Orbital gap, eV: 9.01
E_LUMO, eV: 0.8156
Spin multiplicity: 1
Highest occupied orbital energy, eV: -8.195

Run Q
A cluster of 2 separate species, C3H9NS in total. Source: the OMol25 dataset; level of theory: ωB97M-V/def2-TZVPD.

XYZ file:
```
14
Properties=species:S:1:pos:R:3
C 1.541 2.961 0.671
N 1.696 1.816 0.171
H 1.939 3.780 0.144
H 1.376 3.066 1.726
H 0.870 1.264 0.460
C 0.268 -2.110 -0.944
S -1.164 -2.452 0.090
C -1.881 -0.843 0.257
H 0.954 -1.579 -0.330
H -0.133 -1.619 -1.808
H 0.583 -3.132 -1.252
H -2.866 -0.599 -0.012
H -1.831 -0.501 1.270
H -1.353 -0.051 -0.442
```

Output
Orbital gap, eV: 9.36
E_LUMO, eV: 0.8917
Spin multiplicity: 1
Highest occupied orbital energy, eV: -8.469

run Q is preferred energetically. Next in line: 0.0033 hartree higher.

Run P
A cluster of 2 separate species, C3H9NS in total. Source: the OMol25 dataset; level of theory: ωB97M-V/def2-TZVPD.

XYZ file:
```
14
Properties=species:S:1:pos:R:3
C 0.140 -0.677 -2.822
N -0.201 -1.256 -1.745
H 0.931 -1.072 -3.466
H -0.165 0.354 -3.010
H 0.566 2.483 1.393
H 0.611 -1.781 -1.412
C 0.331 -0.249 1.711
C -0.830 0.560 1.117
S -0.325 2.179 0.438
H 0.776 -0.866 0.935
H 1.082 0.432 2.110
H -0.023 -0.869 2.533
H -1.321 -0.012 0.333
H -1.572 0.774 1.885
```

Output
Orbital gap, eV: 9.82
E_LUMO, eV: 1.0086
Spin multiplicity: 1
Highest occupied orbital energy, eV: -8.808

Run Q
A cluster of 2 separate species, C3H9NS in total. Source: the OMol25 dataset; level of theory: ωB97M-V/def2-TZVPD.

XYZ file:
```
14
Properties=species:S:1:pos:R:3
C -2.636 0.522 -0.331
C 2.118 -0.138 1.178
C -2.355 -0.624 0.318
N 1.306 0.271 -1.323
S 2.692 0.691 -0.294
H 1.490 -0.617 -1.640
H -3.495 0.595 -1.154
H -2.067 1.382 -0.225
H 2.453 -1.248 1.241
H 1.064 0.055 1.081
H 2.605 0.499 2.008
H -2.923 -1.473 0.120
H -1.664 -0.716 1.233
H 1.413 0.802 -2.212
```

Output
Orbital gap, eV: 9.19
E_LUMO, eV: 0.8748
Spin multiplicity: 1
Highest occupied orbital energy, eV: -8.311

run P is preferred energetically. Next in line: 0.0259 hartree higher.